12 unconnected molecules or ions with the total composition C66H151N5O12 at a distorted geometry, computed with ωB97M-V/def2-TZVPD.

CARTESIAN COORDINATES (ANGSTROEM)
C 2.4627 20.1826 13.9871
C 2.3719 18.7956 14.6047
C 0.9314 18.4447 15.1645
O 2.7287 17.8226 13.6705
H 2.1908 21.0232 14.6254
H 1.7944 20.3768 13.1481
H 3.4982 20.2655 13.6568
H 3.1304 18.6701 15.3773
H 0.8628 17.4242 15.5413
H 0.1281 18.6919 14.4705
H 0.7071 19.0721 16.0272
H 2.0070 17.9768 13.0566
C 0.3324 15.7642 12.5428
C 0.5314 16.8322 11.4132
C -0.4747 16.6869 10.2100
O 0.3956 18.1611 11.8851
H -0.2963 16.1346 13.3525
H 1.2594 15.5731 13.0834
H -0.0067 14.8044 12.1531
H 1.5561 16.8271 11.0414
H -0.2372 17.3156 9.3519
H -1.5114 16.8883 10.4796
H -0.5466 15.7104 9.7311
H -0.5360 18.3169 12.0565
C 5.0680 22.7555 12.3188
C 5.8864 22.7501 11.0684
C 5.7729 21.7239 9.9828
O 5.5446 23.9441 10.4419
H 4.9708 21.8451 12.9102
H 4.0360 22.9422 12.0216
H 5.3401 23.4230 13.1365
H 6.9349 22.8079 11.3607
H 6.1573 20.7679 10.3383
H 6.4169 21.9851 9.1430
H 4.7630 21.6740 9.5757
H 5.6773 24.6464 11.0828
C 0.4254 21.5511 10.4200
C 0.8477 20.4895 9.4296
C 1.4570 21.0082 8.0752
O 1.9034 19.7768 10.0678
H 1.3076 22.1109 10.7304
H -0.0384 21.0360 11.2613
H -0.2791 22.2775 10.0148
H 0.0304 19.7943 9.2375
H 2.5410 20.9165 8.0061
H 1.1629 22.0551 7.9998
H 1.0018 20.4545 7.2541
H 1.5022 19.3748 10.8418
C -3.5558 20.2184 11.5944
C -2.7504 19.9534 12.8902
C -3.5871 19.9422 14.1596
O -2.0670 18.7592 12.8241
H -2.8976 20.0403 10.7441
H -3.9493 21.2342 11.6339
H -4.4003 19.5312 11.5424
H -1.9440 20.6851 12.9406
H -3.1834 19.4747 15.0578
H -4.6007 19.5719 14.0061
H -3.5538 21.0038 14.4044
H -2.7450 18.0875 12.7204
C 4.6488 17.9909 10.5959
C 5.5766 16.9341 11.1852
C 6.1155 16.0229 10.0983
O 6.5260 17.6566 12.0560
H 5.2184 18.6984 9.9932
H 4.1109 18.4246 11.4390
H 3.8702 17.5357 9.9837
H 5.0152 16.2368 11.8070
H 5.3208 15.4407 9.6317
H 6.8329 15.2519 10.3794
H 6.5102 16.4369 9.1704
H 5.9666 18.1963 12.6193
C -1.8600 16.1855 15.7536
C -3.0758 15.3449 15.7332
C -4.5129 15.9395 15.8071
O -2.9936 14.6170 14.4968
H -0.8985 15.6836 15.6455
H -1.6810 16.6647 16.7161
H -1.9842 17.0433 15.0925
H -3.0549 14.5774 16.5068
H -4.7265 16.6483 15.0071
H -4.6684 16.5807 16.6747
H -5.2393 15.1269 15.7953
H -3.5501 13.8355 14.5316
C 2.0725 14.4339 20.6797
C 0.6634 14.3772 19.9652
C 0.8956 15.1544 18.5621
C 1.6327 14.3542 17.4750
C 0.7383 13.1210 17.2538
C 0.5489 12.1922 18.5145
N 0.1904 13.0372 19.6868
O -0.1909 12.3322 20.8429
C -0.6878 11.2558 18.2008
C 1.7916 11.3191 18.7691
C -0.3752 15.3354 20.6758
H 2.8861 14.1952 19.9948
H 2.1338 13.7774 21.5477
H 2.2900 15.4433 21.0290
H -0.0633 15.5060 18.1814
H 1.4488 16.0734 18.7561
H 2.6179 14.0707 17.8451
H 1.7182 14.9324 16.5549
H 1.1620 12.6806 16.3512
H -0.2898 13.3663 16.9874
H -0.8625 10.6445 19.0861
H -1.6547 11.7496 18.1049
H -0.4044 10.5904 17.3852
H 1.6157 10.5999 19.5691
H 2.0166 10.7190 17.8874
H 2.6737 11.9359 18.9408
H -0.2056 16.4122 20.6717
H -0.5519 15.0227 21.7050
H -1.3535 15.1816 20.2206
H 0.6471 12.0704 21.2312
C 8.4685 14.6945 17.6574
C 6.9904 14.6502 17.1916
C 6.6797 16.0702 16.5872
C 5.3689 16.1320 15.7379
C 5.3345 15.0444 14.6199
C 5.6970 13.5990 15.0664
N 6.7183 13.6423 16.1213
O 6.9863 12.3920 16.6939
C 4.3312 13.0558 15.4846
C 6.2711 12.7728 13.8900
C 6.1573 14.4927 18.5321
H 9.1907 14.7992 16.8478
H 8.6572 13.7682 18.2000
H 8.5594 15.5749 18.2935
H 6.6119 16.8022 17.3920
H 7.5455 16.4274 16.0296
H 5.4842 17.1326 15.3213
H 4.4714 16.0213 16.3465
H 5.9734 15.3022 13.7752
H 4.3438 15.1812 14.1864
H 4.5616 12.1248 16.0024
H 3.8019 13.7975 16.0829
H 3.7203 12.8674 14.6018
H 7.3137 13.0423 13.7212
H 6.1590 11.7531 14.2584
H 5.6430 12.9158 13.0107
H 5.8291 15.3776 19.0774
H 6.6298 13.7267 19.1470
H 5.2335 14.0080 18.2166
H 7.6727 12.0782 16.1006
C 3.2693 18.5326 21.6305
C 3.1308 19.0479 20.1554
C 1.7066 18.9362 19.4798
C 0.7433 19.9754 19.9876
C 1.3177 21.3399 19.6998
C 2.7730 21.5674 20.2072
N 3.6222 20.4192 19.8924
O 4.9466 20.6483 20.3377
C 3.3342 22.7490 19.3553
C 2.7170 22.0448 21.7022
C 3.8310 18.0770 19.2088
H 4.2979 18.2582 21.8647
H 2.5566 17.7151 21.7393
H 3.1153 19.3258 22.3620
H 1.8393 18.9767 18.3987
H 1.2171 17.9723 19.6191
H 0.5485 19.8159 21.0482
H -0.2479 19.8603 19.5490
H 0.7144 22.0593 20.2536
H 1.2040 21.6453 18.6596
H 3.2997 22.5313 18.2879
H 2.7464 23.6573 19.4879
H 4.3336 22.9054 19.7613
H 2.2206 21.3321 22.3608
H 3.7546 22.1068 22.0303
H 2.2556 23.0244 21.8271
H 4.8796 17.8750 19.4275
H 3.8823 18.3887 18.1656
H 3.3106 17.1196 19.2327
H 5.3080 20.6995 19.4498
C 9.3232 21.5416 16.5192
C 8.2418 21.4922 15.3789
C 7.4579 20.1833 15.2756
C 6.5831 19.8988 16.5258
C 5.6104 21.0460 16.5970
C 6.1894 22.5264 16.5391
N 7.2409 22.5542 15.4697
O 7.8292 23.8666 15.3915
C 5.1326 23.5593 16.1930
C 6.7936 22.8540 18.0250
C 9.0023 21.6378 13.9780
H 9.6642 22.5677 16.6567
H 10.1171 20.8186 16.3318
H 8.9576 21.3720 17.5320
H 6.9168 20.0724 14.3359
H 8.1513 19.3468 15.1886
H 7.2134 19.9840 17.4109
H 6.1487 18.9001 16.4802
H 5.1454 20.8351 17.5600
H 4.7389 20.8857 15.9622
H 5.6074 24.5346 16.0856
H 4.6262 23.3950 15.2418
H 4.3986 23.6897 16.9882
H 7.1921 21.9820 18.5436
H 7.7143 23.4260 17.9096
H 6.1704 23.5234 18.6179
H 8.3900 21.8616 13.1044
H 9.4284 20.6516 13.7940
H 9.7545 22.4264 13.9544
H 7.1343 24.1649 14.8001
C 0.3694 28.0492 13.8976
C 0.3811 26.5817 13.4033
C 1.8577 26.1125 13.1916
C 2.1079 24.6020 13.3462
C 1.5036 24.1219 14.6512
C -0.0771 24.3883 14.8422
N -0.3352 25.8042 14.4216
O -1.6024 26.2481 14.7752
C -0.8399 23.3606 13.9493
C -0.3818 24.1538 16.4030
C -0.3701 26.3781 12.1255
H -0.6540 28.3436 14.1300
H 0.6947 28.8221 13.2012
H 0.9281 28.1293 14.8300
H 2.2772 26.3410 12.2119
H 2.5452 26.7456 13.7525
H 3.1737 24.3781 13.3022
H 1.5835 24.0165 12.5910
H 2.0506 24.5267 15.5027
H 1.6842 23.0491 14.7180
H -0.6147 23.3143 12.8839
H -0.6891 22.3596 14.3536
H -1.9126 23.5342 14.0349
H 0.4280 24.4648 17.0630
H -1.3576 24.4646 16.7761
H -0.4502 23.0712 16.5098
H 0.2390 26.6162 11.2535
H -1.3656 26.8194 12.1727
H -0.5286 25.3139 11.9509
H -1.4073 26.6271 15.6355

Summary:
E   -3781.27295 hartree
Highest occupied orbital energy (spin up / spin down)   -9.23 / -9.23 eV
Charge   +1
E_LUMO (spin up / spin down)   -0.09755 / -0.23906 Ha
Orbital gap (spin up / spin down)   6.576 / 2.726 eV
Multiplicity   2

Atomic partial charges in e from the Mulliken method, atoms 1 to 5: -0.523, 0.861, -0.703, 0.972, -0.125